(1)
Computed, not measured: a molecular structure, C43H47N7O3SbW, with the ωB97M-V functional and the def2-TZVPD basis.

## Properties
charge = +3
2S+1 = 3
<S²> = 2.02

Geometry as XYZ:
```
102
C43H47N7O3SbW the ωB97M-V functional and the def2-TZVPD basis
W 1.608 0.101 0.135
O 0.585 7.730 0.400
N 1.527 6.984 0.291
O 2.704 7.281 0.326
C 1.208 5.559 0.040
C 0.096 5.295 -0.677
C -0.246 3.960 -1.038
C -1.354 3.648 -1.850
C -1.536 2.338 -2.214
C -0.644 1.365 -1.772
N 0.374 1.605 -0.937
C 0.569 2.914 -0.593
C 1.692 3.192 0.230
N 2.381 2.098 0.666
C 3.436 2.327 1.456
C 3.869 3.595 1.809
C 3.193 4.705 1.351
C 2.058 4.515 0.542
H -0.530 6.116 -1.006
H -2.013 4.430 -2.206
H -2.349 2.049 -2.866
H -0.733 0.370 -2.169
H 3.975 1.468 1.819
H 4.735 3.702 2.446
H 3.538 5.698 1.592
N 2.006 -4.194 0.248
C 1.617 -2.980 -0.099
O 1.361 -2.107 0.762
C 1.470 -2.608 -1.545
C 0.923 -1.171 -1.595
H 2.059 -4.439 1.227
H 2.123 -4.936 -0.425
H 0.758 -3.301 -2.003
H 2.413 -2.750 -2.082
H -0.166 -1.268 -1.526
H 1.148 -0.727 -2.568
C 5.752 -0.137 -2.027
C 4.507 0.680 -1.700
N 3.605 -0.203 -0.911
C 4.242 -0.642 0.305
N 3.391 -0.654 1.286
C 3.848 -1.003 2.634
C 5.363 -0.852 2.758
C 6.061 -1.511 1.573
N 5.520 -0.964 0.320
C 6.459 -0.591 -0.751
H 6.446 0.448 -2.629
H 5.458 -1.004 -2.625
H 3.991 1.000 -2.603
H 4.741 1.563 -1.104
H 3.432 -1.023 -1.495
H 3.538 -2.025 2.858
H 3.344 -0.352 3.349
H 5.707 -1.300 3.688
H 5.635 0.207 2.778
H 5.896 -2.591 1.579
H 7.133 -1.330 1.600
H 7.101 -1.448 -0.956
H 7.097 0.211 -0.371
C -3.785 -0.606 -3.861
C -4.950 -0.548 -2.904
C -6.231 -0.396 -3.443
C -7.358 -0.409 -2.641
C -7.239 -0.595 -1.272
C -5.982 -0.733 -0.707
C -4.849 -0.687 -1.521
Sb -2.938 -0.912 -0.537
C -3.012 -2.968 0.140
C -2.744 -3.851 -0.907
C -2.808 -5.218 -0.704
C -3.110 -5.701 0.564
C -3.364 -4.820 1.598
C -3.337 -3.433 1.413
C -3.705 -2.547 2.570
C -3.000 0.526 1.083
C -4.094 1.376 1.193
C -4.131 2.345 2.189
C -3.077 2.458 3.084
C -1.981 1.620 2.966
C -1.918 0.658 1.958
C -0.707 -0.218 1.873
H -3.896 -1.464 -4.524
H -2.835 -0.709 -3.335
H -3.749 0.282 -4.496
H -6.332 -0.281 -4.516
H -8.335 -0.287 -3.090
H -8.120 -0.641 -0.645
H -5.893 -0.890 0.361
H -2.507 -3.468 -1.896
H -2.641 -5.900 -1.527
H -3.159 -6.768 0.739
H -3.612 -5.206 2.580
H -3.018 -2.688 3.406
H -4.699 -2.808 2.935
H -3.714 -1.493 2.300
H -4.930 1.277 0.513
H -4.987 3.002 2.270
H -3.115 3.193 3.877
H -1.165 1.703 3.677
H -0.210 -0.292 2.839
H 0.042 0.275 1.155
H -0.932 -1.222 1.516
```

=====

(2)
Computed, not measured: a molecular structure, C43H47NOP3S2Sc, with the ωB97M-V functional and the def2-TZVPD basis.

## Properties
charge = 0
2S+1 = 1

Geometry as XYZ:
```
98
C43H47NOP3S2Sc the ωB97M-V functional and the def2-TZVPD basis
Sc 10.632 14.136 8.914
N 12.864 18.546 9.864
P 13.051 16.947 9.347
C 14.146 17.154 7.965
C 14.005 16.435 6.826
C 14.928 16.620 5.776
C 15.923 17.578 5.791
C 16.111 18.347 6.976
C 15.206 18.093 8.031
C 14.062 16.179 10.699
C 13.586 16.472 11.993
C 14.245 16.087 13.136
C 15.560 15.578 13.046
C 16.082 15.389 11.726
C 15.385 15.764 10.582
P 11.309 19.385 10.205
C 12.007 20.825 11.062
C 13.051 21.582 10.548
C 13.736 22.442 11.358
C 13.369 22.591 12.658
C 12.148 21.993 13.141
C 11.493 21.102 12.367
C 10.878 20.187 8.584
C 10.284 21.479 8.579
C 10.505 22.328 7.513
C 11.069 21.870 6.348
C 11.611 20.571 6.326
C 11.458 19.737 7.393
H 13.551 18.786 10.590
H 13.155 15.775 6.623
H 14.837 15.866 4.972
H 16.652 17.706 4.979
H 16.838 19.138 7.151
H 15.343 18.688 8.942
H 12.705 17.108 12.162
H 13.809 16.157 14.124
H 16.177 15.377 13.892
H 17.099 15.013 11.611
H 15.965 15.727 9.673
H 13.404 21.392 9.580
H 14.616 22.983 11.011
H 14.021 23.127 13.338
H 11.762 22.230 14.157
H 10.607 20.540 12.727
H 9.855 21.817 9.560
H 10.280 23.420 7.530
H 11.405 22.553 5.589
H 12.203 20.244 5.412
H 11.894 18.751 7.412
C 9.095 14.670 12.492
C 9.696 15.587 11.408
O 10.855 14.899 10.882
H 8.111 15.090 12.657
H 9.772 14.635 13.325
H 9.122 13.628 12.019
H 9.952 16.527 11.811
H 9.021 15.754 10.570
H 11.665 15.074 11.380
C 6.928 15.793 8.639
C 8.094 16.132 7.693
C 8.518 17.572 7.836
C 7.722 15.670 6.330
C 9.328 15.416 8.113
H 6.024 16.247 8.172
H 7.001 16.165 9.681
H 6.744 14.723 8.594
H 7.715 18.251 7.542
H 9.330 17.834 7.173
H 8.992 17.768 8.827
H 6.928 16.174 5.762
H 7.474 14.597 6.260
H 8.555 15.938 5.666
H 9.884 15.184 7.184
S 10.649 12.304 5.667
P 11.481 11.667 7.297
S 12.717 13.112 8.236
C 10.459 11.375 8.734
C 10.884 10.792 9.923
C 10.162 10.908 11.077
C 8.846 11.580 11.063
C 8.464 12.276 9.958
C 9.285 12.201 8.761
C 12.599 10.274 7.124
C 12.708 9.618 5.874
C 13.517 8.485 5.687
C 14.459 8.200 6.707
C 14.558 9.026 7.789
C 13.580 10.008 8.068
H 11.822 10.291 9.931
H 10.362 10.322 12.011
H 8.210 11.524 11.954
H 7.508 12.759 9.966
H 8.907 12.592 7.774
H 12.005 9.993 5.053
H 13.537 7.912 4.708
H 15.227 7.395 6.538
H 15.315 8.847 8.530
H 13.681 10.574 8.986
```

=====

(3)
Computed, not measured: a molecular structure, C43H48BFN11O3SeTi, with the ωB97M-V functional and the def2-TZVPD basis.

## Properties
charge = -2
2S+1 = 4
<S²> = 3.79

Geometry as XYZ:
```
109
C43H48BFN11O3SeTi the ωB97M-V functional and the def2-TZVPD basis
Ti -1.000 -1.044 -0.507
C -0.099 -4.317 0.486
C -0.606 -3.378 1.629
C -0.845 -3.700 2.929
C -1.040 -2.435 3.536
N -0.846 -1.436 2.599
N -0.516 -2.027 1.461
B -0.671 0.163 2.872
N -1.717 0.892 2.086
C -2.212 2.120 2.265
C -2.834 2.556 1.154
C -2.937 1.361 0.270
C -3.339 1.299 -1.089
N -2.186 0.450 0.901
N 0.809 0.526 2.445
C 1.937 -0.237 2.394
C 2.949 0.650 1.835
C 2.298 1.800 1.708
C 2.976 3.150 1.294
N 0.977 1.894 2.135
N -0.850 0.208 4.391
C 0.202 -0.153 5.128
C -0.256 -0.116 6.549
C -1.575 0.266 6.486
C -2.417 0.456 7.612
N -1.904 0.562 5.122
H -0.392 -5.438 0.749
H 0.930 -4.101 0.382
H -0.541 -3.966 -0.451
H -1.035 -4.571 3.669
H -1.314 -2.178 4.542
H -2.172 2.588 3.185
H -3.374 3.455 1.069
H -3.614 0.286 -1.594
H -2.675 1.645 -1.933
H -4.294 1.979 -1.305
H 2.135 -1.337 2.572
H 3.894 0.302 1.447
H 3.943 3.811 1.552
H 2.627 4.023 1.902
H 2.956 3.307 0.132
H 1.127 -0.631 4.667
H 0.319 -0.427 7.297
H -2.082 1.240 8.462
H -2.506 -0.432 8.351
H -3.501 0.778 7.654
C 5.803 2.873 -1.282
C 5.091 2.236 -2.287
C 5.112 2.965 -3.854
C 3.997 4.238 -3.635
C 2.550 3.935 -3.009
C 1.567 5.088 -3.014
C 0.447 4.705 -2.336
F -0.724 5.322 -2.421
C 0.207 3.428 -1.793
C 1.178 2.398 -1.842
C 0.935 1.000 -1.350
O -0.251 0.717 -0.777
C 1.998 0.079 -1.378
C 3.242 0.678 -1.629
N 3.615 1.817 -2.171
C 2.518 2.574 -2.233
C 1.939 -1.400 -0.936
O 3.009 -2.149 -0.501
O 0.819 -1.970 -0.917
H 6.334 2.073 -0.495
H 4.757 3.247 -0.820
H 6.497 3.595 -1.800
H 12.883 8.002 -1.340
H 4.564 2.239 -4.478
H 5.419 3.090 -5.316
H 3.765 4.885 -4.565
H 4.650 5.362 -2.940
H 1.727 5.969 -3.466
H -0.638 3.198 -1.317
H 4.151 -0.289 -1.646
Se 4.065 -2.106 9.821
C 5.686 -1.917 10.513
N 6.787 -1.782 10.886
C 0.080 -2.264 -4.167
C -1.224 -1.530 -4.560
C -1.035 -0.034 -4.450
C -2.508 -2.108 -4.015
C -3.467 -2.808 -5.021
C -4.572 -3.435 -4.725
C -5.010 -3.377 -3.470
C -4.237 -2.765 -2.406
C -4.621 -3.132 -1.045
C -3.934 -4.457 -0.560
C -4.756 -2.079 0.159
C -2.991 -2.176 -2.748
N -2.229 -1.715 -1.776
H 0.401 -1.624 -3.464
H 0.672 -2.584 -5.088
H -0.349 -3.309 -3.861
H -1.190 -1.429 -5.788
H -0.343 0.018 -3.563
H -1.900 0.679 -4.553
H 0.053 0.563 -5.073
H -2.998 -2.818 -5.976
H -5.217 -4.133 -5.348
H -5.861 -3.876 -3.161
H -5.716 -3.420 -1.108
H -2.766 -4.392 -0.427
H -4.067 -5.263 -1.257
H -4.309 -4.812 0.394
H -3.718 -1.892 0.689
H -5.419 -2.561 0.894
H -5.197 -1.205 -0.236
```

=====

(4)
Computed, not measured: a molecular structure, C43H48N4OSTc, with the ωB97M-V functional and the def2-TZVPD basis.

## Properties
charge = 0
2S+1 = 2
<S²> = 1.08

Geometry as XYZ:
```
98
C43H48N4OSTc the ωB97M-V functional and the def2-TZVPD basis
Tc -1.175 -0.954 -1.303
C 1.293 2.736 -2.247
C 2.040 1.656 -1.457
C 3.274 2.247 -0.765
C 2.393 0.469 -2.361
C 3.361 0.647 -3.370
C 3.689 -0.381 -4.242
C 3.033 -1.600 -4.133
C 2.038 -1.824 -3.153
C 1.380 -3.208 -3.170
C 2.082 -4.175 -2.214
C -0.140 -3.257 -2.983
C 1.732 -0.793 -2.218
N 0.753 -0.954 -1.293
C 1.062 -1.252 -0.025
C 0.100 -1.278 0.929
N -1.165 -0.954 0.628
C -2.118 -0.960 1.596
C -3.022 -2.060 1.693
C -4.031 -2.053 2.676
C -4.205 -0.963 3.520
C -3.370 0.141 3.396
C -2.324 0.165 2.451
C -1.449 1.417 2.331
C -0.938 1.923 3.687
C -2.202 2.526 1.592
C -2.904 -3.255 0.742
C -2.314 -4.469 1.462
C -4.242 -3.613 0.081
C 0.761 -1.670 2.248
C 0.292 -1.877 3.541
C 1.234 -2.221 4.528
C 2.603 -2.363 4.234
C 3.064 -2.165 2.921
C 4.390 -2.276 2.467
C 4.691 -2.051 1.111
C 3.699 -1.713 0.174
C 2.391 -1.598 0.636
C 2.120 -1.829 1.983
H 0.986 3.553 -1.586
H 0.389 2.324 -2.712
H 1.912 3.165 -3.043
H 1.370 1.349 -0.650
H 3.964 2.717 -1.474
H 3.827 1.474 -0.220
H 2.975 3.015 -0.043
H 3.855 1.606 -3.482
H 4.436 -0.229 -5.011
H 3.286 -2.394 -4.829
H 1.536 -3.610 -4.182
H 1.918 -3.906 -1.168
H 3.164 -4.192 -2.391
H 1.707 -5.194 -2.355
H -0.438 -3.155 -1.936
H -0.526 -4.227 -3.317
H -0.641 -2.480 -3.569
H -4.695 -2.904 2.775
H -4.998 -0.967 4.258
H -3.541 0.998 4.036
H -0.549 1.202 1.748
H -1.743 2.325 4.311
H -0.208 2.727 3.542
H -0.445 1.121 4.247
H -3.098 2.842 2.138
H -2.518 2.190 0.598
H -1.562 3.405 1.460
H -2.232 -3.014 -0.089
H -2.958 -4.811 2.279
H -1.332 -4.236 1.887
H -2.185 -5.305 0.765
H -4.968 -4.010 0.798
H -4.093 -4.379 -0.689
H -4.687 -2.736 -0.402
H -0.762 -1.775 3.755
H 0.881 -2.380 5.542
H 3.296 -2.628 5.024
H 5.185 -2.535 3.158
H 5.717 -2.139 0.766
H 3.918 -1.540 -0.869
N -1.494 2.095 -3.765
C -1.355 2.520 -2.469
S -1.175 1.352 -1.303
N -1.441 3.888 -2.383
C -1.241 4.797 -1.320
C -0.671 4.484 -0.087
C -0.505 5.469 0.894
C -0.896 6.782 0.649
C -1.450 7.114 -0.582
C -1.619 6.128 -1.559
H -1.362 1.100 -3.912
H -1.176 2.687 -4.520
H -1.814 4.308 -3.224
H -0.322 3.488 0.152
H -0.062 5.204 1.852
H -0.763 7.543 1.413
H -1.753 8.138 -0.785
H -2.057 6.419 -2.511
O -2.863 -0.954 -1.303
```

=====

Computed ΔE to the lowest compared entry with this formula, charge and spin (kcal per mole) in order:
46.6, 18.8, 579.3, 25.6
Computed maximum force (Eh/bohr) in order:
0.05976, 0.06560, 0.21996, 0.10937
Computed energy (eV) in order:
-70263.7225, -119125.8505, -159741.2690, -66409.3852